Entry 1:
# C48H126N10O14

10 unconnected molecules or ions with the total composition C48H126N10O14 (ωB97M-V/def2-TZVPD, the Open Molecules 2025 dataset).

The SMILES is COC[C@H](C)N.COC[C@H](C)N.COC[C@H](C)N.COC[C@H](C)N.COC[C@H](C)N.COC[C@H](C)N.COCCNCCOC.COCCNCCOC.COCCNCCOC.COCCNCCOC. Its maximum force is 3.8 eV Å⁻¹. The total charge is 0. For the relative energy (zero: lowest compared OMol25 entry of this formula, charge and spin), the calculation gives 144.3 kcal per mole. The lowest unoccupied orbital energy is 0.54 eV. The calculation puts the total energy at -3504.8840 hartree.

Element x y z (Å)
O: -5.61 5.34 5.81
O: -3.84 2.92 1.80
O: 4.24 0.19 2.68
O: -1.34 3.20 -3.39
O: 3.21 4.67 -1.94
O: 0.52 1.69 0.39
O: 2.73 -6.26 0.36
O: 6.72 -5.41 3.84
O: -3.55 -2.22 -1.16
O: -7.32 3.23 -1.58
O: 3.15 -0.71 -6.17
O: 0.30 1.36 -8.26
O: -3.39 -2.78 4.78
O: 1.93 -0.87 6.37
N: 0.96 -2.74 -6.45
N: -0.61 0.27 -1.73
N: -2.44 4.55 4.06
N: -1.68 1.79 -6.03
N: 1.73 3.17 -4.09
N: -2.48 -4.36 2.71
N: -5.94 0.59 -1.10
N: 1.18 -9.03 -1.53
N: 5.56 -3.01 4.04
N: 3.11 1.69 5.49
C: -1.76 -3.21 3.28
C: -5.26 -0.47 -1.78
C: -1.64 4.17 -2.45
C: -3.82 4.94 4.25
C: -2.98 -2.28 -2.45
C: 6.11 -5.05 5.10
C: 1.38 -8.22 -0.24
C: 5.42 0.98 2.52
C: 4.54 -1.20 2.80
C: 1.13 -1.98 -5.22
C: -2.01 4.33 2.66
C: -4.15 5.19 5.70
C: 1.30 5.33 -5.11
C: 2.10 -6.97 -0.70
C: 1.09 0.43 0.05
C: 5.49 -1.60 4.01
C: 0.65 -1.72 -1.14
C: -1.63 0.71 -6.97
C: -2.52 2.58 -3.91
C: 2.25 4.50 -4.24
C: 1.46 2.58 0.85
C: 6.79 -6.77 3.52
C: -6.14 4.87 7.02
C: -5.27 1.93 -1.13
C: -4.32 -1.96 5.49
C: -2.13 1.41 -4.72
C: 0.90 2.31 4.76
C: 2.23 -9.13 0.62
C: 2.12 -2.24 5.91
C: 4.56 4.98 -2.14
C: 6.17 -3.57 5.20
C: 1.84 -0.60 -5.55
C: 0.02 -0.40 -0.61
C: -8.35 3.91 -0.88
C: 2.00 -2.72 -4.12
C: -2.73 -2.10 3.78
C: 0.97 1.95 -9.34
C: -4.05 -0.89 -0.95
C: -4.50 2.00 2.63
C: -2.41 3.02 1.97
C: 3.37 0.41 -6.99
C: 3.24 -4.96 0.07
C: -1.14 1.32 -8.30
C: 1.37 -0.04 5.41
C: 2.30 5.20 -2.85
C: -0.75 -2.56 2.31
C: 1.66 1.48 5.66
C: -6.20 3.04 -0.70
H: -3.21 -0.23 -1.22
H: 4.43 0.34 -7.32
H: -0.88 1.22 -1.58
H: 3.09 -2.61 6.34
H: -2.58 3.87 -1.94
H: 1.60 -9.88 1.03
H: 0.75 -8.41 -2.21
H: -5.98 -1.27 -1.86
H: 0.87 3.02 -9.25
H: 2.70 0.42 -7.92
H: 0.01 0.29 -2.53
H: -4.18 5.84 3.65
H: 3.27 4.50 -4.72
H: -2.96 -3.92 1.92
H: 1.25 5.15 -2.48
H: -5.99 5.64 7.80
H: 3.68 -1.83 2.86
H: 0.53 -7.94 0.32
H: -6.53 2.75 0.30
H: -1.80 5.16 4.51
H: 6.03 -3.37 3.20
H: 5.11 2.00 2.10
H: 1.55 -1.45 -1.63
H: -5.55 1.98 2.29
H: -5.55 3.90 -0.62
H: 5.77 -7.15 3.59
H: -4.14 1.00 2.34
H: -3.84 -2.33 -3.17
H: -3.42 -1.57 3.11
H: 0.77 3.24 -3.79
H: 2.98 -2.78 -4.60
H: -3.15 2.24 -3.12
H: -3.79 -1.15 5.99
H: 1.95 0.01 -4.65
H: 5.18 -1.57 2.01
H: 2.45 -4.29 -0.39
H: -2.42 -1.40 -2.59
H: -5.04 -1.63 4.79
H: -1.52 2.33 -8.26
H: 5.06 -5.42 5.09
H: 2.27 2.74 -3.37
H: -2.13 -1.33 4.26
H: 0.84 -3.76 -6.24
H: 1.54 1.68 6.69
H: 5.02 5.53 -1.34
H: -3.85 4.38 6.32
H: 6.65 -5.45 6.00
H: -4.88 -2.62 6.20
H: -6.91 0.67 -1.35
H: -0.80 4.34 -1.73
H: 4.05 -4.91 -0.65
H: 1.30 -2.92 6.24
H: -1.18 -2.03 1.51
H: 0.51 1.65 -10.25
H: -5.66 3.95 7.44
H: 1.86 -2.72 -7.00
H: 5.91 1.29 3.47
H: -1.20 -3.64 4.18
H: 7.40 -7.24 4.34
H: 1.98 1.59 -9.45
H: 0.00 -2.17 -1.86
H: 6.08 0.57 1.77
H: -2.58 0.30 -7.23
H: -4.16 -0.74 0.15
H: 1.00 4.79 -6.01
H: 3.69 -4.51 0.95
H: 2.88 -7.35 -1.45
H: 1.85 -0.11 4.37
H: 0.76 -2.36 -0.31
H: 1.90 0.47 -0.61
H: -0.95 4.27 2.73
H: 1.66 -3.66 -3.79
H: -2.43 -3.18 -2.54
H: -8.61 3.25 -0.01
H: -0.94 -0.07 -6.69
H: -8.00 4.87 -0.58
H: 0.06 -3.29 2.04
H: 1.42 -0.04 0.99
H: -3.04 3.32 -4.53
H: -4.38 1.87 -0.44
H: -7.16 4.52 6.89
H: -1.37 0.79 -4.22
H: -0.23 -1.81 2.86
H: 2.56 -8.52 1.45
H: 4.86 -1.23 4.85
H: -3.03 0.81 -4.79
H: 0.50 -9.75 -1.32
H: -0.15 2.23 4.97
H: 2.22 -2.22 4.80
H: -3.63 6.09 6.07
H: 2.19 2.82 0.10
H: 1.08 2.08 3.67
H: 0.42 5.63 -4.57
H: 0.23 -1.67 -4.78
H: -4.95 -0.21 -2.75
H: 2.03 -2.02 -3.24
H: 1.35 -6.31 -1.18
H: -3.21 -4.52 3.37
H: 3.48 0.91 6.09
H: 1.20 0.00 -6.27
H: 3.06 -9.66 0.10
H: -4.98 2.09 -2.19
H: 3.11 1.39 -6.54
H: -1.83 5.11 -3.02
H: 1.75 6.29 -5.40
H: -1.97 3.07 0.98
H: 2.10 2.16 1.67
H: 6.44 -1.08 3.91
H: 5.10 4.13 -2.43
H: 3.45 1.58 4.57
H: 2.60 6.25 -3.04
H: 7.23 -3.25 5.24
H: -2.39 5.16 1.96
H: -9.26 4.05 -1.49
H: 1.15 3.35 4.89
H: 0.24 -0.14 5.32
H: 4.65 5.63 -3.06
H: -4.47 4.16 3.89
H: -0.72 -0.68 0.14
H: -4.36 2.18 3.69
H: 7.14 -6.99 2.47
H: 5.66 -3.33 6.15
H: -1.47 0.64 -9.17
H: 0.93 3.43 1.27
H: -0.82 2.35 -6.05
H: -1.97 2.19 2.54

Atomic partial charges in e from the Mulliken method, atoms 1 to 2:
1. O -0.308
2. O -0.119

Entry 2:
# C48H128N8O12

12 unconnected molecules or ions with the total composition C48H128N8O12 (ωB97M-V/def2-TZVPD, the Open Molecules 2025 dataset).

The SMILES is COC[C@H](C)N.COC[C@H](C)N.COC[C@H](C)N.COC[C@H](C)N.COC[C@H](C)N.COC[C@H](C)N.COC[C@H](C)N.COC[C@H](C)N.CCOCC.CCOCC.CCOCC.CCOCC. Its maximum force is 3.2 eV Å⁻¹. The total charge is 0. For the relative energy (zero: lowest compared OMol25 entry of this formula, charge and spin), the calculation gives 0.0 kcal per mole. The lowest unoccupied orbital energy is 0.36 eV. The calculation puts the total energy at -3246.2530 hartree.

Element x y z (Å)
O: -3.10 -4.40 -3.27
O: -1.88 -1.98 5.50
O: 0.03 0.36 0.47
O: 4.55 0.04 4.27
O: 1.49 4.90 1.63
O: -1.54 4.68 -4.83
O: 2.18 -0.07 -3.68
O: 5.29 0.62 0.21
O: -1.44 -4.94 2.51
O: 2.42 -3.81 1.80
O: -5.24 3.62 -2.06
O: -4.53 1.10 0.94
N: -0.31 -8.19 0.96
N: 6.64 -0.78 2.36
N: 4.93 2.33 -4.57
N: 6.66 4.14 0.00
N: 4.23 -5.98 -0.57
N: -6.09 3.51 1.63
N: -8.40 2.90 -3.88
N: 4.03 5.80 0.39
C: -0.88 -7.26 1.94
C: -3.94 3.10 -2.14
C: 5.52 -1.59 2.73
C: 0.96 3.77 2.38
C: 2.05 -4.01 3.18
C: -2.22 -2.52 -2.06
C: -2.50 -4.01 -2.11
C: -4.40 -3.89 -3.62
C: -0.73 0.82 -1.72
C: 3.05 5.51 -1.79
C: 2.49 2.64 -4.54
C: -0.45 -3.87 5.81
C: -1.47 3.47 -5.52
C: 1.90 4.52 0.31
C: 1.05 -0.07 1.42
C: -5.04 1.31 2.27
C: -3.73 -0.55 5.49
C: 4.44 -0.17 -0.67
C: 1.66 -1.35 -4.05
C: -7.62 3.39 -2.78
C: -6.16 2.82 -2.82
C: 4.31 -0.72 3.13
C: -1.96 -3.70 1.96
C: -1.99 3.77 -6.93
C: -8.31 3.18 -1.45
C: -0.13 -7.46 3.21
C: -3.36 0.28 0.94
C: 0.31 -0.38 2.74
C: 3.54 -4.74 -0.12
C: 2.27 -4.57 -0.99
C: 5.81 2.95 1.99
C: 2.76 5.68 -0.31
C: -1.19 5.85 -2.87
C: 5.96 -2.58 3.77
C: -4.95 -4.51 -4.87
C: -0.70 4.63 -3.66
C: -6.36 2.20 2.16
C: -2.35 -0.70 5.89
C: 3.63 1.85 -3.97
C: 3.65 1.15 4.48
C: -0.86 -5.77 1.47
C: 5.55 1.91 -0.32
C: 6.42 2.82 0.59
C: 3.25 -4.86 1.36
C: -7.48 1.45 1.46
C: -0.57 -2.37 5.89
C: 3.46 0.32 -4.21
C: 0.49 0.46 -0.83
H: 1.59 -5.42 -0.98
H: -0.43 0.82 -2.77
H: 0.78 4.08 3.41
H: -1.45 4.65 -7.30
H: -0.96 3.80 -3.01
H: -0.31 0.44 3.10
H: -0.43 -1.17 2.62
H: -2.25 -0.60 6.97
H: 4.72 3.32 -4.65
H: 2.63 3.71 -4.34
H: -8.77 2.20 -1.41
H: 1.28 1.21 -0.92
H: 3.53 0.39 -0.89
H: 5.20 -3.34 3.93
H: 1.56 -0.94 0.99
H: -3.26 3.48 -1.37
H: 2.20 5.71 -2.44
H: 2.46 3.59 0.34
H: 5.88 4.72 0.25
H: -2.12 -3.08 2.84
H: 4.94 1.97 -5.51
H: -1.24 -3.24 1.29
H: -4.41 -2.81 -3.76
H: 3.97 -0.07 2.33
H: 1.72 2.99 2.47
H: -2.27 5.86 -2.74
H: -5.20 3.88 1.93
H: 4.54 6.46 -0.17
H: 4.15 -0.31 -3.67
H: -0.51 -6.77 3.96
H: 5.28 -2.14 1.82
H: -4.36 -1.32 5.92
H: 0.63 -1.42 -3.72
H: 1.52 2.40 -4.09
H: -7.56 4.47 -2.94
H: -5.76 2.78 -3.84
H: -9.17 3.84 -1.47
H: 1.04 -0.54 3.53
H: 3.46 -1.38 3.34
H: -4.34 1.86 2.90
H: 4.12 1.81 5.20
H: -9.39 2.99 -3.69
H: -8.08 0.79 2.09
H: -0.63 -9.04 1.40
H: 3.58 1.79 3.60
H: -2.95 0.19 -0.07
H: -8.21 2.22 1.19
H: -0.87 5.85 -1.82
H: -1.20 1.76 -1.43
H: -0.41 -2.07 6.92
H: 4.20 -5.85 -1.57
H: -7.18 0.84 0.61
H: -3.79 -0.63 4.40
H: 2.26 -2.12 -3.56
H: 3.56 0.07 -5.26
H: -1.46 -5.72 0.56
H: 3.73 -6.84 -0.42
H: 4.17 -3.88 -0.34
H: 4.97 -0.51 -1.56
H: 2.65 0.82 4.77
H: 6.38 -0.39 1.47
H: 0.92 -7.21 3.05
H: -3.04 4.03 -7.05
H: 0.36 4.56 -3.93
H: 3.42 4.51 -2.00
H: 1.02 4.32 -0.31
H: -7.64 3.44 -0.63
H: 4.09 -1.03 -0.11
H: 4.15 -4.85 1.97
H: -2.60 0.66 1.61
H: -2.11 2.69 -5.12
H: -5.48 -5.46 -4.73
H: 1.86 0.64 1.55
H: -6.62 2.37 3.21
H: -0.89 -8.12 0.14
H: -3.56 3.34 -3.14
H: -1.59 -4.60 -2.05
H: -3.47 -0.74 1.31
H: 0.92 -0.46 -1.23
H: 6.10 -2.01 4.69
H: -0.89 6.78 -3.36
H: -0.33 -4.25 4.79
H: 0.34 -4.30 6.42
H: -1.92 -7.60 2.02
H: -5.03 -4.04 -2.74
H: 3.87 6.16 -2.10
H: 4.66 2.52 -0.49
H: 6.67 0.00 3.01
H: -4.07 -4.75 -5.46
H: -3.15 -1.96 -1.94
H: 6.87 -3.14 3.54
H: 3.87 6.18 1.31
H: 1.73 -1.51 -5.13
H: 0.10 3.32 1.89
H: -5.59 -3.83 -5.42
H: -1.72 2.98 -7.63
H: -6.07 3.54 0.62
H: 7.39 2.33 0.65
H: -6.12 1.77 -2.51
H: -0.26 -8.47 3.59
H: -8.17 1.92 -3.96
H: -2.94 -3.90 1.52
H: -1.68 -2.05 -2.88
H: -5.20 0.31 2.69
H: 2.42 2.60 -5.62
H: 0.17 -5.48 1.25
H: -1.72 0.06 5.42
H: -3.10 -4.27 -1.24
H: -0.46 3.05 -5.53
H: 6.36 3.72 2.54
H: 4.77 3.28 2.01
H: 2.25 6.64 -0.19
H: 1.32 -4.81 3.29
H: 1.67 -3.73 -0.65
H: -1.36 -4.33 6.19
H: -1.70 -2.34 -1.11
H: 3.70 2.08 -2.91
H: 2.88 -4.24 3.86
H: 1.70 -3.03 3.49
H: 2.48 -4.31 -2.02
H: -3.94 2.02 -1.99
H: 6.01 1.84 -1.30
H: -4.23 0.39 5.75
H: -1.51 0.07 -1.57
H: 6.55 4.08 -1.00
H: 2.78 -5.83 1.56
H: 5.90 1.95 2.41
H: 0.07 -1.76 5.25

Atomic partial charges in e from the Mulliken method, atoms 1 to 2:
1. O -0.386
2. O -0.273